No. 1
{"formula": "C18H13IN3O3RhS2", "method": "ωB97M-V/def2-TZVPD", "energy_ev": -62267.8676, "homo_lumo_gap_ev": [6.343, 6.344], "de_lowest_kcal_mol": 0.0, "e_homo_ev": [-8.163, -8.163], "symbols": ["Rh", "C", "O", "C", "C", "C", "C", "C", "C", "O", "C", "O", "C", "H", "H", "H", "H", "H", "H", "H", "H", "H", "S", "C", "S", "C", "C", "N", "C", "N", "I", "C", "C", "C", "C", "N", "C", "H", "H", "H", "H"], "coordinates": [[-0.621417, -1.045405, -0.590893], [-0.730902, 5.762563, -0.452577], [0.631396, 5.373947, -0.365616], [0.920371, 4.071711, -0.507070], [2.275672, 3.728110, -0.312505], [2.652752, 2.423309, -0.398727], [1.737613, 1.387982, -0.696280], [2.180326, 0.027866, -0.797593], [3.615251, -0.311915, -0.472784], [1.456513, -0.924952, -1.170635], [0.362191, 1.738691, -0.907259], [-0.572311, 0.894632, -1.215596], [-0.005500, 3.097596, -0.805078], [-0.754302, 6.826998, -0.238923], [-1.339299, 5.231075, 0.281987], [-1.129645, 5.586333, -1.454156], [2.983680, 4.512325, -0.083416], [3.694301, 2.179193, -0.239784], [4.274120, 0.060511, -1.259486], [3.714793, -1.393183, -0.418070], [3.917585, 0.129954, 0.474172], [-1.050089, 3.323617, -0.964966], [-2.876238, -1.196810, 0.188327], [-2.309227, -0.426526, 1.628125], [-0.583794, -0.446496, 1.734515], [-3.130994, 0.135188, 2.565875], [-4.545693, 0.036741, 2.448548], [-5.690827, -0.050460, 2.366754], [-2.608824, 0.843114, 3.683220], [-2.186274, 1.435772, 4.575630], [2.376246, -5.976785, 0.730515], [0.641870, -5.160022, -0.117839], [-0.451305, -5.953017, -0.426711], [-1.560753, -5.345591, -0.997338], [-1.551106, -3.980316, -1.200622], [-0.491377, -3.223991, -0.899204], [0.593233, -3.802515, -0.376963], [-0.441713, -7.016781, -0.234125], [-2.426845, -5.930034, -1.272854], [-2.407471, -3.467620, -1.616742], [1.438000, -3.154826, -0.183843]], "forces_ev_per_angstrom": [[0.313, 0.766, -0.489], [-0.131, 0.077, -0.026], [0.025, 0.015, 0.028], [0.051, -0.201, -0.035], [0.168, 0.038, 0.026], [0.074, 0.132, 0.073], [-0.536, -0.335, 0.124], [0.205, 0.464, -0.111], [-0.065, -0.117, -0.273], [-0.581, -0.415, 0.680], [0.543, 0.259, 0.103], [-0.712, -0.840, 0.859], [-0.225, -0.083, -0.141], [0.023, -0.007, -0.003], [0.030, -0.005, -0.003], [0.027, -0.023, 0.012], [-0.008, -0.013, -0.004], [-0.017, 0.010, 0.001], [0.044, 0.017, 0.059], [0.007, 0.007, -0.023], [0.008, 0.019, -0.001], [0.028, -0.018, 0.038], [1.230, 0.265, -0.435], [-0.460, 0.140, 0.450], [-0.030, -0.463, -1.762], [0.132, -0.113, -0.105], [-0.230, -0.002, -0.042], [0.071, -0.010, -0.042], [0.142, 0.095, 0.186], [0.026, -0.066, -0.048], [-0.265, 0.115, -0.125], [0.328, -0.208, 0.047], [-0.040, 0.137, -0.050], [0.071, -0.114, -0.055], [-0.014, 0.038, -0.098], [-0.218, 0.389, 1.098], [0.085, -0.025, -0.096], [0.016, -0.002, 0.013], [-0.028, 0.040, 0.018], [-0.020, 0.000, 0.075], [-0.066, 0.036, 0.075]]}

***

No. 2
{"formula": "C4H8N4O", "method": "ωB97M-V/def2-TZVPD", "energy_ev": -12263.5873, "homo_lumo_gap_ev": [8.139, 7.757], "charge": 2, "de_lowest_kcal_mol": 90.2, "e_homo_ev": [-20.168, -20.012], "symbols": ["C", "C", "C", "C", "N", "N", "N", "N", "O", "H", "H", "H", "H", "H", "H", "H", "H"], "coordinates": [[-0.170911, 0.537677, -0.129649], [2.042429, -0.299400, 0.055045], [1.276088, 0.965038, -0.100423], [-2.533659, 0.945951, 0.163630], [-0.334454, -0.830000, -0.265751], [0.941898, -1.430701, -0.018232], [1.241109, -2.653998, -0.306412], [-1.194712, 1.329562, 0.087385], [3.171161, -0.555398, 0.176539], [1.458513, 1.442292, -1.035590], [1.409445, 1.838825, 0.590427], [-3.082794, 1.475138, -0.565940], [-2.924258, 1.159920, 1.080864], [-2.659348, -0.102044, 0.123875], [2.076378, -2.836543, 0.170850], [0.483147, -3.337564, -0.304295], [-1.200033, 2.351245, 0.277678]], "forces_ev_per_angstrom": [[0.316, 1.370, 1.330], [1.455, 0.838, 0.589], [-1.879, 1.086, 0.769], [-0.897, -1.815, -1.160], [3.813, -3.207, 0.951], [-5.320, 3.382, -2.700], [-1.967, 1.752, 0.953], [2.150, -0.129, -0.158], [-0.620, -0.429, -0.071], [0.651, 0.074, -1.259], [0.486, -1.253, 0.062], [-0.796, 0.421, -0.989], [-0.936, 1.209, 2.740], [-0.096, -1.157, -0.725], [2.230, -1.312, 0.458], [-0.126, -0.185, -0.333], [1.535, -0.644, -0.456]]}